(1)
Formula: C7H15BOS
Source: OMol25
Level of theory: the ωB97M-V functional and the def2-TZVPD basis

Positions of all 25 atoms, in Å:
S  -4.14022  -0.12379  0.10771
O  -1.63136  1.06347  0.25733
C  -0.18919  1.01116  -0.01413
C  -0.03011  -1.11896  1.57490
C  1.43071  -0.95724  -0.48793
C  0.46909  1.97881  0.94597
C  0.22337  -0.51481  0.21244
C  0.08083  1.56795  -1.42858
C  -1.56757  -1.28042  -0.78070
B  -2.32605  -0.04737  -0.16804
H  0.85115  1.59998  1.93327
H  2.28324  -0.43826  0.06872
H  -0.38512  2.57450  -1.56560
H  1.47460  2.41737  0.59568
H  1.52873  -0.45486  -1.48849
H  -1.20018  -1.34676  -1.77108
H  -1.75391  -2.11505  -0.25966
H  0.84504  -0.78647  2.20851
H  1.23137  1.69701  -1.55517
H  -1.06775  -0.70006  1.91166
H  -0.13481  -2.19687  1.52569
H  -4.11784  -1.26911  -0.66307
H  -0.12129  0.86168  -2.27214
H  1.64398  -2.06021  -0.49789
H  -0.22734  2.80161  1.12988

Atoms 1-2, force components in eV/Å:
0.489 -0.814 -0.681
0.307 -0.333 -0.405

Values from the calculation:
Gap between HOMO and LUMO ... 0.3262 Ha
Relative energy (zero: lowest compared OMol25 entry of this formula, charge and spin) ... 0.0 kJ/mol
Calculated total energy ... -21060.923 eV
Charge ... 0

(2)
Formula: C4H7BrSi
Source: OMol25
Level of theory: the ωB97M-V functional and the def2-TZVPD basis

Positions of all 13 atoms, in Å:
Br  -0.10671  -2.77216  0.25832
Si  -1.06269  -0.73167  0.32630
C  2.85379  0.43397  -1.35394
C  -0.74231  -0.03270  2.05235
C  -1.57897  0.01072  -1.14390
C  1.84726  1.10543  -1.23289
H  1.05907  1.75646  -1.11445
H  -1.99055  1.00804  -1.24541
H  -1.11459  -0.78956  2.87676
H  3.42516  -0.43622  -1.75360
H  0.42998  0.18945  2.06918
H  -1.36891  0.80152  2.36176
H  -1.65052  -0.54327  -2.10048

Atoms 1-2, force components in eV/Å:
-0.385 0.617 -0.032
0.127 0.232 -0.522

Values from the calculation:
SMILES ... C=[Si](C)Br.C#C
Gap between HOMO and LUMO ... 0.3208 Ha
Relative energy (zero: lowest compared OMol25 entry of this formula, charge and spin) ... 258.0 kJ/mol
Calculated total energy ... -82178.553 eV
Charge ... 0

(3)
Formula: C25H29N3O4
Source: OMol25
Level of theory: the ωB97M-V functional and the def2-TZVPD basis

Positions of all 61 atoms, in Å:
O  -1.99334  1.88944  -1.05746
O  6.31414  -1.00411  1.85150
O  -0.09657  -1.05678  -0.59925
O  1.34922  -2.79540  -0.41533
N  -5.66212  -0.63466  -0.94668
N  -2.32867  -0.26420  -1.66988
N  -4.67364  1.30294  -0.45380
C  6.02464  -1.48112  0.55954
C  -6.36036  -0.02909  0.06913
C  -7.36253  1.59470  2.06291
C  -6.23193  2.02463  1.39868
C  -4.68295  0.17646  -1.22431
C  0.54673  1.16801  -0.01300
C  3.49716  -1.23427  0.58482
C  -0.85643  -3.91756  -0.46554
C  4.68909  3.33261  0.71998
C  4.80669  -0.80735  -0.07895
C  -5.73868  1.20129  0.39918
C  3.75186  2.37759  1.07408
C  2.91816  1.81734  0.11561
C  3.02600  2.24318  -1.20293
C  -0.30960  0.29302  -0.53897
C  -7.49932  -0.44096  0.75193
C  3.96095  3.19819  -1.55744
C  -1.61826  0.72743  -1.10265
C  0.57303  -3.88285  0.06269
C  1.90069  0.76795  0.49067
C  1.04470  -1.54616  0.09442
C  2.26018  -0.61772  -0.07822
C  -7.98373  0.38470  1.74414
C  4.79760  3.74261  -0.59727
C  -3.63390  -0.04530  -2.26491
H  4.77756  -1.08299  -1.13397
H  5.55010  -1.16159  2.41626
H  -3.95133  2.01050  -0.49650
H  4.93372  0.27303  -0.01086
H  5.52897  4.48689  -0.87463
H  3.50257  -0.96092  1.64380
H  -0.84947  -3.85001  -1.55030
H  2.36852  1.82593  -1.95193
H  -7.78005  2.20727  2.84840
H  -8.86734  0.09380  2.29313
H  0.78039  -1.61868  1.17040
H  2.43450  -0.53466  -1.15492
H  4.03610  3.52044  -2.58549
H  5.33534  3.75532  1.47472
H  6.91749  -1.26231  -0.03035
H  -7.97818  -1.37473  0.50457
H  0.27199  2.20975  0.01035
H  -1.43838  -3.09289  -0.06213
H  1.86484  0.69931  1.58679
H  3.41574  -2.32157  0.51526
H  -3.90284  -0.91221  -2.86609
H  -1.96861  -1.20285  -1.59806
H  -3.57061  0.84592  -2.90015
H  5.87876  -2.57168  0.57733
H  -5.75128  2.95992  1.64330
H  0.56630  -3.86983  1.16278
H  1.11962  -4.76578  -0.27765
H  3.67318  2.06252  2.10509
H  -1.32643  -4.85245  -0.17183

Atoms 1-2, force components in eV/Å:
-0.041 0.255 -0.047
-0.066 0.174 0.516

Values from the calculation:
SMILES ... CCO[C@@H]1OC(C(=O)NCc2nc3ccccc3[nH]2)=C[C@H](c2ccccc2)[C@H]1CCCO
Gap between HOMO and LUMO ... 0.3289 Ha
Relative energy (zero: lowest compared OMol25 entry of this formula, charge and spin) ... 188.8 kJ/mol
Calculated total energy ... -39056.933 eV
Charge ... 0